# 1
111
Properties=species:S:1:pos:R:3 method="wB97M-V/def2-TZVPD" gap_ev=4.599 relative_energy_kcal_mol=6.0 total_charge=-1
C 0.392 -0.961 -2.158
C -0.248 0.412 -1.829
C 0.681 1.263 -0.979
O -0.665 0.985 -2.982
H -0.317 -1.653 -2.615
H 0.854 -1.494 -1.303
H 1.245 -0.770 -2.820
H -1.052 0.184 -1.081
H 0.767 0.787 0.004
H 0.201 2.242 -0.894
H 1.574 1.438 -1.589
C 4.371 0.359 -2.055
S 6.147 0.906 -1.889
O 6.155 2.385 -2.205
C 6.204 0.805 -0.047
H 4.079 -0.379 -1.310
H 4.236 -0.059 -3.051
H 3.813 1.288 -1.965
H 6.832 1.566 0.404
H 6.545 -0.194 0.231
H 5.180 0.857 0.324
C 2.547 -2.956 0.742
S 3.222 -3.849 2.149
O 4.662 -3.406 2.227
C 2.239 -2.995 3.417
H 2.982 -1.955 0.732
H 1.459 -2.947 0.733
H 2.970 -3.428 -0.146
H 2.331 -1.943 3.132
H 2.761 -3.106 4.366
H 1.188 -3.272 3.447
C -3.448 2.576 1.469
S -3.935 3.280 -0.124
O -4.604 2.156 -0.880
C -5.272 4.474 0.240
H -2.710 1.799 1.277
H -4.358 2.249 1.967
H -2.848 3.374 1.916
H -5.522 4.900 -0.729
H -4.935 5.331 0.827
H -6.040 3.873 0.723
C -1.709 -6.164 3.184
S -2.583 -4.661 2.573
O -2.337 -3.454 3.412
C -1.649 -4.483 1.026
H -2.253 -7.065 2.925
H -1.665 -6.140 4.279
H -0.640 -6.027 3.002
H -2.051 -5.185 0.292
H -0.613 -4.710 1.275
H -1.723 -3.517 0.526
C -4.365 -1.180 1.477
S -5.647 -1.599 0.234
O -5.001 -1.121 -1.028
C -5.402 -3.426 0.207
H -4.261 -1.952 2.246
H -4.544 -0.199 1.915
H -3.352 -1.119 1.066
H -4.314 -3.512 0.226
H -5.682 -3.742 -0.797
H -5.879 -3.943 1.035
C 4.005 -4.500 -3.311
S 3.115 -3.528 -4.572
O 3.511 -4.089 -5.894
C 1.507 -4.258 -4.060
H 3.773 -4.098 -2.321
H 5.072 -4.273 -3.324
H 3.752 -5.549 -3.432
H 1.398 -5.236 -4.527
H 0.719 -3.592 -4.417
H 1.354 -4.303 -2.983
C 0.398 3.335 2.008
S 0.721 4.908 2.871
O 2.049 5.437 2.381
C 1.170 4.079 4.444
H -0.288 3.505 1.178
H -0.141 2.613 2.624
H 1.299 2.846 1.641
H 2.011 3.419 4.259
H 0.302 3.597 4.893
H 1.431 4.869 5.151
C -0.543 5.779 -0.756
S -2.004 6.651 -0.061
O -2.169 5.854 1.229
C -1.163 8.199 0.364
H -0.425 6.262 -1.728
H -0.754 4.717 -0.761
H 0.268 6.121 -0.116
H -1.910 8.910 0.709
H -0.625 8.638 -0.479
H -0.367 7.986 1.079
C -0.447 -1.006 5.336
S -0.450 0.445 4.207
O 0.996 0.778 3.949
C -0.921 -0.488 2.710
H -0.584 -0.700 6.371
H 0.431 -1.638 5.223
H -1.337 -1.564 5.040
H -0.094 -1.165 2.511
H -1.212 0.185 1.905
H -1.814 -1.092 2.895
C -0.220 -1.123 -5.761
S -0.128 0.380 -6.776
O -1.316 1.218 -6.446
C 1.338 1.077 -5.983
H 0.756 -1.541 -5.504
H -0.806 -1.858 -6.309
H -0.630 -0.844 -4.784
H 2.259 0.544 -6.231
H 1.234 1.062 -4.893
H 1.466 2.111 -6.300

=====

# 2
24
Properties=species:S:1:pos:R:3 method="wB97M-V/def2-TZVPD" gap_ev=11.323 relative_energy_kcal_mol=33.3 smiles=O.O.O.O.O.O.O.O
O -1.793 1.038 -1.426
H -2.277 1.188 -0.600
H -0.886 0.969 -1.064
O 3.686 0.424 -0.040
H 3.926 1.169 0.545
H 3.325 -0.231 0.578
O -2.018 -1.638 -1.607
H -1.893 -1.888 -2.519
H -2.039 -0.669 -1.639
O -2.721 1.911 1.169
H -2.925 2.837 1.354
H -2.904 1.436 1.986
O 0.147 -2.957 -0.386
H 0.069 -2.733 0.544
H -0.484 -2.399 -0.861
O -0.036 0.170 0.483
H -0.826 -0.377 0.691
H 0.428 -0.235 -0.309
O 1.608 1.355 2.432
H 0.826 1.223 1.881
H 1.534 2.200 2.904
O 1.433 -0.806 -1.553
H 1.633 -1.730 -1.253
H 2.187 -0.257 -1.310

=====

# 3
24
Properties=species:S:1:pos:R:3 method="wB97M-V/def2-TZVPD" gap_ev="7.018 / 6.503" relative_energy_kcal_mol=135.9
C -2.746 2.453 -1.641
C -2.863 1.342 -2.522
C -1.854 2.492 -0.633
C -2.005 0.306 -2.428
C -0.966 1.299 -0.365
C -1.001 0.286 -1.347
C 0.420 0.687 1.562
C 2.706 -3.150 2.180
C 2.262 -2.173 1.456
C 2.280 -0.649 1.896
N -0.463 1.391 0.823
N 1.388 -0.016 1.119
O -0.096 -1.626 -2.933
S 0.211 -0.980 -1.673
H -3.439 3.193 -1.711
H -3.703 1.293 -3.224
H -1.661 3.499 -0.084
H -1.863 -0.320 -3.334
H 0.363 0.794 2.654
H 2.487 -4.181 1.876
H 3.256 -3.014 3.060
H 1.856 -2.294 0.473
H 2.162 -0.418 3.015
H 3.271 -0.215 1.782

=====

# 4
21
Properties=species:S:1:pos:R:3 method="wB97M-V/def2-TZVPD" gap_ev=10.726 relative_energy_kcal_mol=67.2 smiles=O.O.O.O.O.O.O
O -0.053 0.264 -0.375
H -0.112 -0.685 -0.528
H 0.892 0.429 -0.284
O -3.225 2.263 1.400
H -2.862 1.725 2.112
H -2.456 2.704 1.023
O 3.406 0.589 1.548
H 3.917 1.360 1.820
H 2.861 0.386 2.317
O 3.079 3.008 0.598
H 2.896 2.605 1.454
H 2.303 3.553 0.424
O -0.028 -0.392 -2.614
H 0.603 0.305 -2.404
H 0.496 -1.050 -3.083
O 0.523 -4.353 -2.869
H 1.460 -4.136 -2.936
H 0.249 -3.957 -2.034
O -4.680 -1.245 1.738
H -3.955 -1.426 1.129
H -5.314 -1.950 1.563

=====

# 5
110
Properties=species:S:1:pos:R:3 method="wB97M-V/def2-TZVPD" gap_ev="6.002 / 5.421" relative_energy_kcal_mol=7.9 s2=2.040 multiplicity=3 total_charge=+2
W -0.643 0.205 1.581
C 2.435 4.325 1.821
O 1.011 4.500 1.794
C 0.422 4.113 2.957
C 0.245 5.029 3.983
C -0.362 4.676 5.184
C -0.816 3.388 5.361
C -0.687 2.454 4.323
C -1.234 1.138 4.473
N -1.423 0.438 3.412
N -1.741 -0.926 3.361
C -0.610 -1.649 3.212
O 0.461 -1.026 2.783
C -0.645 -3.089 3.359
C 0.522 -3.822 3.117
C 0.507 -5.197 3.262
C -0.668 -5.832 3.646
C -1.824 -5.104 3.900
C -1.818 -3.729 3.766
C -0.044 2.800 3.116
O 0.130 1.933 2.078
H 2.824 4.741 0.899
H 2.684 3.262 1.879
H 2.857 4.855 2.676
H 0.610 6.035 3.823
H -0.474 5.409 5.969
H -1.300 3.091 6.281
H -1.518 0.724 5.438
H 1.435 -3.311 2.848
H 1.405 -5.772 3.087
H -0.679 -6.908 3.763
H -2.726 -5.611 4.210
H -2.709 -3.151 3.964
O -6.818 -1.212 -1.352
C -6.741 -0.342 -0.249
C -5.296 -0.179 0.135
C -4.905 0.877 0.967
C -3.589 0.993 1.329
N -2.660 0.118 0.883
C -3.012 -0.892 0.068
C -4.336 -1.068 -0.311
C -1.883 -1.725 -0.341
C -1.958 -2.633 -1.324
C -0.829 -3.500 -1.728
C -1.331 -4.901 -2.031
O -1.969 -5.385 -0.865
C 0.337 -3.483 -0.728
C 0.470 -2.161 0.044
N -0.728 -1.432 0.408
H -7.740 -1.355 -1.587
H -7.280 -0.743 0.619
H -7.162 0.645 -0.471
H -5.619 1.602 1.331
H -3.244 1.794 1.970
H -4.618 -1.890 -0.949
H -2.896 -2.744 -1.852
H -0.489 -5.542 -2.321
H -2.029 -4.857 -2.878
H -2.228 -6.302 -0.999
H 0.500 -4.407 -0.180
H 1.090 -2.268 0.932
C 1.621 2.348 -1.244
P 0.460 1.021 -0.733
C 0.676 -0.397 -1.803
C 0.155 -0.512 -3.092
C -0.097 -1.747 -3.644
C 0.153 -3.006 -2.893
C 1.274 -2.926 -1.846
C 1.296 -1.568 -1.124
C -1.127 1.871 -1.105
C -2.114 1.388 -1.963
C -3.271 2.120 -2.180
C -3.456 3.347 -1.553
C -2.481 3.834 -0.695
C -1.324 3.102 -0.468
P 3.481 2.276 -1.047
C 4.103 2.716 -2.707
C 3.349 3.122 -3.802
C 3.966 3.486 -4.994
C 5.344 3.444 -5.106
C 6.110 3.049 -4.017
C 5.496 2.701 -2.828
C 3.958 0.514 -0.967
C 4.407 -0.222 -2.063
C 4.884 -1.512 -1.896
C 4.896 -2.096 -0.634
C 4.445 -1.376 0.465
C 3.999 -0.072 0.298
H 1.287 3.250 -0.723
H 1.325 2.456 -2.291
H -0.123 0.374 -3.649
H -0.513 -1.798 -4.641
H 0.295 -3.829 -3.593
H 2.238 -3.354 -2.100
H 2.291 -1.307 -0.778
H -2.002 0.429 -2.448
H -4.025 1.737 -2.854
H -4.351 3.922 -1.742
H -2.609 4.793 -0.211
H -0.569 3.511 0.198
H 2.271 3.186 -3.757
H 3.362 3.807 -5.831
H 5.823 3.727 -6.033
H 7.188 3.025 -4.090
H 6.109 2.411 -1.982
H 4.409 0.226 -3.049
H 5.253 -2.063 -2.750
H 5.281 -3.098 -0.505
H 4.481 -1.812 1.454
H 3.712 0.507 1.170

=====

# 6
6
Properties=species:S:1:pos:R:3 method="wB97M-V/def2-TZVPD" gap_ev=11.783 relative_energy_kcal_mol=89.0 smiles="O=COO"
O 1.057 0.973 -2.283
C 0.653 0.358 -1.318
O 0.550 0.937 -0.085
O 0.035 0.066 0.886
H 0.259 -0.743 -1.143
H -0.919 0.046 0.728

=====

# 7
13
Properties=species:S:1:pos:R:3 method="wB97M-V/def2-TZVPD" gap_ev=9.813 relative_energy_kcal_mol=26.5
C -2.192 -0.320 0.427
C -0.917 0.513 0.590
C 1.258 -0.187 -0.428
N 0.049 0.453 -0.512
O -3.265 0.120 0.766
O -1.921 -1.576 0.218
Cl 0.866 -2.449 -0.431
H -0.380 0.388 1.507
H -1.169 1.577 0.747
H 1.714 0.072 -1.384
H 1.985 -0.105 0.474
H -0.367 0.507 -1.440
H -0.952 -1.895 0.282

=====

# 8
32
Properties=species:S:1:pos:R:3 method="wB97M-V/def2-TZVPD" gap_ev="6.472 / 6.471" relative_energy_kcal_mol=118.4 total_charge=+1
C 0.945 -0.683 0.548
C -1.512 -0.313 -0.254
C 1.259 1.559 -2.845
C 0.482 -0.525 2.056
C -1.809 0.256 1.133
C 0.180 2.272 -2.042
C 1.138 0.106 -3.124
C 0.033 0.073 -0.401
C -1.515 -0.836 3.467
N 2.158 -0.746 -3.057
N -0.946 -0.784 2.059
O -0.416 2.603 0.464
S 0.539 1.797 -0.353
H 1.921 -0.111 0.314
H 1.024 -1.719 0.225
H -1.827 -1.348 -0.345
H -2.084 0.284 -0.993
H 1.478 2.053 -3.854
H 2.117 1.674 -2.290
H 0.924 -1.301 2.686
H 0.697 0.415 2.451
H -1.336 1.171 1.442
H -2.797 0.274 1.625
H 0.448 3.394 -2.109
H -0.766 1.990 -2.503
H 0.071 -0.341 -3.349
H -0.908 -1.449 4.162
H -1.392 0.140 3.913
H -2.515 -1.119 3.750
H 3.024 -0.382 -2.820
H 2.234 -1.498 -3.727
H -1.101 -1.700 1.627

=====

# 9
47
Properties=species:S:1:pos:R:3 method="wB97M-V/def2-TZVPD" gap_ev="6.379 / 6.381" relative_energy_kcal_mol=14.6 total_charge=+1
Fe 0.363 1.280 -0.131
N 0.599 0.687 3.919
C 0.182 -0.638 4.239
C -0.410 -0.920 5.456
C -0.838 -2.216 5.713
C -0.716 -3.200 4.744
C -0.152 -2.903 3.509
C 0.325 -1.624 3.276
S 1.171 -1.208 1.787
N 0.623 0.410 1.603
C 0.505 1.155 2.654
C 0.271 2.603 2.404
C 0.116 3.556 3.392
C -0.071 4.881 3.019
C -0.106 5.204 1.676
C 0.048 4.188 0.745
N 0.238 2.919 1.097
H 0.517 1.355 4.667
H -0.533 -0.142 6.200
H -1.283 -2.449 6.670
H -1.066 -4.204 4.942
H -0.084 -3.657 2.735
H 0.132 3.296 4.440
H -0.192 5.646 3.774
H -0.254 6.221 1.343
H 0.024 4.394 -0.316
F 0.844 -0.298 -2.488
C -0.018 -0.083 -1.451
F -0.997 0.836 -1.949
C -0.782 -1.386 -1.226
F -1.524 -1.737 -2.275
F 0.077 -2.378 -0.974
F -1.596 -1.236 -0.168
Cl 1.264 3.014 -2.510
C 2.696 2.033 -2.214
Cl 2.695 1.468 -0.512
H 3.589 2.630 -2.354
H 2.659 1.157 -2.847
C -0.454 -5.746 -0.663
S -1.457 -4.857 0.541
C -2.515 -6.211 1.082
H 0.095 -6.559 -0.190
H 0.254 -5.038 -1.087
H -1.079 -6.141 -1.464
H -3.099 -6.598 0.248
H -3.198 -5.817 1.832
H -1.929 -7.016 1.524

=====

# 10
8
Properties=species:S:1:pos:R:3 method="wB97M-V/def2-TZVPD" gap_ev=9.472 relative_energy_kcal_mol=4.8 smiles=SS.SS
S 1.904 -5.414 0.251
S 2.532 -3.972 1.512
H 1.299 -4.742 -0.751
H 3.734 -3.607 1.018
S -1.749 3.439 -0.773
S -1.978 5.356 0.172
H -3.009 2.963 -0.668
H -2.732 5.976 -0.760

=====

# 11
8
Properties=species:S:1:pos:R:3 method="wB97M-V/def2-TZVPD" gap_ev=8.789 relative_energy_kcal_mol=47.6 smiles="C1=PC1.F"
C 0.874 -0.004 0.783
P 2.173 -0.484 -0.159
C 0.655 0.584 -0.509
H 0.306 -0.500 1.551
H -0.140 0.185 -1.202
H 0.801 1.570 -0.777
F -2.334 -0.889 -0.245
H -2.336 -0.462 0.558

=====

# 12
87
Properties=species:S:1:pos:R:3 method="wB97M-V/def2-TZVPD" gap_ev=6.538 relative_energy_kcal_mol=0.0
Hg -0.198 1.820 -1.679
C -1.865 1.717 -7.095
C -2.059 0.411 -6.873
C -1.104 -0.703 -7.189
C 0.418 -0.420 -7.137
C 0.956 0.374 -5.972
C 0.511 1.570 -5.494
C 0.407 2.654 -6.502
C -0.639 2.382 -7.623
C 1.143 1.767 0.099
H -2.674 2.436 -6.961
H -3.099 0.061 -6.740
H -1.321 -1.048 -8.211
H -1.331 -1.541 -6.501
H 0.865 -1.431 -7.074
H 0.734 0.037 -8.089
H 1.958 -0.008 -5.668
H 0.577 1.848 -4.431
H 1.387 2.757 -7.019
H 0.159 3.597 -5.986
H -0.953 3.390 -7.932
H -0.210 1.824 -8.478
H 0.488 2.221 0.850
H 2.080 2.321 -0.030
H 1.344 0.732 0.412
P 1.564 -0.287 -2.492
P -1.561 -0.984 -1.877
N 3.009 0.802 -3.238
N 2.540 -1.496 -1.819
N -2.613 0.210 -2.640
N -2.908 -1.981 -1.483
C 0.581 -1.223 -3.721
C -0.784 -1.810 -3.318
C 3.005 2.180 -3.009
C 4.062 2.788 -3.680
C 4.753 1.753 -4.382
C 4.098 0.552 -4.089
C 3.265 -1.250 -0.633
C 3.939 -2.406 -0.296
C 3.654 -3.393 -1.302
C 2.794 -2.814 -2.225
C -2.544 1.481 -1.957
C -3.046 2.438 -2.866
C -3.190 1.835 -4.125
C -2.949 0.461 -3.950
C -4.073 -2.263 -2.209
C -4.936 -2.979 -1.379
C -4.283 -3.138 -0.105
C -3.036 -2.551 -0.210
H 1.221 -1.982 -4.192
H 0.340 -0.494 -4.517
H -1.505 -1.811 -4.155
H -0.642 -2.840 -2.969
H 2.227 2.638 -2.410
H 4.299 3.848 -3.671
H 5.622 1.887 -5.018
H 4.343 -0.454 -4.412
H 3.180 -0.284 -0.155
H 4.578 -2.520 0.567
H 4.033 -4.403 -1.325
H 2.340 -3.213 -3.124
H -2.653 1.427 -0.878
H -3.164 3.482 -2.629
H -3.379 2.333 -5.073
H -2.967 -0.342 -4.678
H -4.152 -1.978 -3.248
H -5.915 -3.335 -1.651
H -4.652 -3.643 0.776
H -2.198 -2.482 0.462
O -1.547 0.429 1.192
C -0.928 -0.558 1.680
O -0.423 -1.549 1.064
C -0.817 -0.692 3.198
C -0.086 -1.728 3.810
C -0.142 -1.913 5.214
C -0.879 -1.058 6.024
C -1.580 -0.013 5.426
C -1.554 0.159 4.033
N -2.372 0.911 6.192
O -2.403 0.751 7.430
O -2.980 1.811 5.574
N 0.472 -3.068 5.821
O 1.131 -3.844 5.098
O 0.299 -3.234 7.051
H 0.488 -2.427 3.209
H -0.912 -1.190 7.089
H -2.140 0.953 3.583